{"formula": "CH4N2S", "method": "ωB97M-V/def2-TZVPD", "charge": 0, "multiplicity": 1, "e_homo_ev": -9.05, "lumo_ev": 1.0781, "smiles": "SN1CN1", "elements": ["C", "N", "N", "S", "H", "H", "H", "H"], "xyz": [[0.3736, -0.1940, 0.4038], [0.0256, 0.9739, -0.3030], [-0.8582, 0.4702, 0.6995], [-2.3021, -0.0251, -0.0510], [0.3063, -1.0559, -0.2711], [1.2456, -0.3064, 1.1860], [0.3697, 1.8849, -0.2587], [-1.8139, -0.5888, -1.1972]], "forces_ev_per_angstrom": [[2.1, -1.2, 0.5], [-0.4, -1.0, -1.8], [-0.1, 0.7, 0.4], [-0.7, -0.8, 0.0], [0.1, 0.0, 0.5], [-2.0, 0.6, -1.3], [1.0, 1.5, 1.3], [0.0, 0.2, 0.4]]}